1.
Density functional theory data (wB97M-V/def2-TZVPD) for a 2-piece molecular cluster, C7H9O2P overall at a distorted geometry.

Properties
Strongest force on any atom ... 2.8 eV/A
Molar mass ... 156.121 g mol⁻¹
HOMO level (alpha / beta) ... -7.131 / -6.853 eV
Spin multiplicity ... 1
HOMO-LUMO gap (alpha / beta) ... 7.0 / 7.7 eV
Calculated total energy ... -20785.38509 eV
Energy above the lowest of the compared OMol25 structures with the same formula, charge and spin ... 3.351 eV
Charge ... 0

XYZ file:
```
19
C7H9O2P (wB97M-V/def2-TZVPD)
C 1.74 0.42 1.45
H -1.20 -1.67 0.52
H -0.99 -1.13 -1.55
H -2.79 -1.61 -1.58
C 2.05 0.63 -0.91
C 2.53 0.24 0.30
H 2.62 0.60 -1.82
H 3.56 -0.03 0.38
H -3.37 1.10 0.94
H -0.21 1.05 2.07
C 0.79 1.15 -1.12
H 0.48 1.25 -2.20
C -1.93 -1.37 -1.09
C -0.04 1.19 -0.03
O -2.06 -1.78 0.19
P -1.83 1.46 -0.27
H 2.04 0.45 2.47
O -2.40 0.96 1.19
C 0.40 0.78 1.20
```

2.
Density functional theory data (wB97M-V/def2-TZVPD) for one molecule with the formula C7H9O2P at a distorted geometry.

Properties
Strongest force on any atom ... 4.4 eV/A
Molar mass ... 156.121 g mol⁻¹
HOMO level ... -8.826 eV
Spin multiplicity ... 1
HOMO-LUMO gap ... 8.5 eV
Calculated total energy ... -20786.08428 eV
Energy above the lowest of the compared OMol25 structures with the same formula, charge and spin ... 2.652 eV
Charge ... 0

XYZ file:
```
19
C7H9O2P (wB97M-V/def2-TZVPD)
H 1.00 -1.80 0.83
C -1.60 1.18 0.12
H 4.26 0.32 -1.38
C 0.40 -0.98 0.43
C -0.13 1.49 0.29
H -1.94 2.05 -0.49
O 4.10 -1.04 0.68
C -0.94 -1.26 0.30
C -1.83 -0.19 -0.32
H -1.71 -0.08 -1.40
H -2.79 -0.48 -0.22
C 2.20 0.92 0.12
C 0.74 0.41 0.15
H -2.03 1.42 1.07
H 2.57 -1.00 -1.36
H -1.35 -2.07 0.86
H 0.39 2.47 0.29
P 3.46 -0.37 -0.44
O 2.59 2.04 0.25
```

3.
Density functional theory data (wB97M-V/def2-TZVPD) for one molecule with the formula C7H9O2P at a distorted geometry.

Properties
Strongest force on any atom ... 6.8 eV/A
Molar mass ... 156.121 g mol⁻¹
HOMO level ... -8.756 eV
Spin multiplicity ... 1
HOMO-LUMO gap ... 9.5 eV
Calculated total energy ... -20786.75781 eV
Energy above the lowest of the compared OMol25 structures with the same formula, charge and spin ... 1.979 eV
Charge ... 0

XYZ file:
```
19
C7H9O2P (wB97M-V/def2-TZVPD)
O 1.22 0.71 -0.64
H 2.59 -2.34 0.37
H -0.51 -2.12 -0.09
C -0.91 0.08 -0.18
C 2.13 -1.50 0.64
C -0.36 2.48 0.14
C -0.45 -1.36 -0.74
C -3.33 0.08 0.74
P 1.34 -0.89 -0.87
H 1.55 -1.52 1.47
H -0.84 -1.58 -1.64
H -4.21 0.24 1.30
C -2.24 0.16 0.19
C -0.04 1.10 -0.28
H -1.35 2.58 0.69
H 2.96 -0.70 0.93
O 2.25 -1.07 -2.03
H -0.25 3.04 -0.85
H 0.45 2.63 0.85
```